2 unconnected molecules or ions with the total composition C34H32O6 in a non-equilibrium geometry, computed with the ωB97M-V functional and the def2-TZVPD basis.

## Properties
M: 536.62 g/mol
Frontier orbital gap: 6.508 eV
Maximum force: 2.39 eV Å⁻¹
Highest occupied orbital energy: -7.66 eV
E_LUMO: -1.16 eV
Energy above the lowest of the compared OMol25 structures with the same formula, charge and spin: 2.8 kcal/mol
E: -1766.1666 Ha

```
72
Properties=species:S:1:pos:R:3:mulliken_charge:R:1
H -0.70 -0.89 -0.15 0.667
H 2.10 -0.23 -2.65 0.516
C 1.25 -0.17 4.80 -0.968
H -4.36 -1.55 3.26 0.379
H 4.27 -1.33 3.54 0.406
O 0.33 3.73 -4.09 -0.471
C 0.80 2.92 -7.66 -0.505
H -1.74 4.70 -5.33 0.410
H -3.72 2.32 5.12 0.413
H -5.71 -1.82 5.13 0.315
C 2.53 -1.87 -0.88 -0.233
H 0.31 0.22 4.36 0.044
O -0.41 -2.05 2.26 -0.605
C 0.11 3.62 -5.47 0.346
H 2.03 2.73 -5.88 0.492
C 1.08 3.05 -6.29 -0.238
C 3.52 -1.14 4.31 -1.797
C 3.19 -3.08 -1.07 -1.178
H 3.91 -5.35 -2.19 0.382
H -2.42 -1.14 1.81 0.271
H 3.07 -0.93 -1.01 0.618
H -0.60 3.36 -9.27 0.358
H -1.22 3.39 -2.09 0.435
H 3.93 -0.47 5.07 0.379
C 0.38 0.42 -1.47 0.918
C -3.77 -0.64 3.39 -0.648
H -1.18 0.84 0.74 -1.325
C -2.67 -0.42 2.58 -0.220
H 1.52 2.42 -8.29 0.358
C 2.26 -0.54 3.70 1.384
C -0.75 0.97 1.74 0.199
C -0.62 1.43 -1.46 -0.488
H -1.53 1.28 -0.87 0.569
C -0.39 3.45 -8.19 -0.518
H 3.52 -6.19 -0.69 0.276
H 1.96 1.49 -4.32 0.058
C 0.30 -0.67 -0.54 -0.851
H 3.23 -2.09 4.77 0.381
C -1.30 4.10 -7.36 -0.362
C -6.19 -0.87 4.87 -0.793
H 1.03 -1.08 5.38 0.303
H -6.58 -0.92 3.84 0.330
C 1.14 -1.84 -0.59 0.908
O 2.59 0.57 2.84 -0.360
C 0.42 2.63 -3.26 1.119
C 1.19 -4.28 -0.50 -1.141
C 1.76 0.84 1.77 -0.150
C 1.36 0.54 -2.50 -0.613
H -1.70 2.65 3.68 0.385
H 4.26 -3.07 -1.33 0.363
C -3.39 1.55 4.43 -0.879
H -7.01 -0.67 5.57 0.241
C 1.32 1.57 -3.44 -1.016
H 0.67 -5.23 -0.30 0.374
C 3.10 -5.56 -1.49 -1.417
H -2.21 4.52 -7.77 0.356
C -2.28 1.72 3.64 -0.239
H -0.50 -3.09 0.03 0.359
C 0.54 -3.09 -0.28 -0.372
O -5.29 0.26 5.06 -0.463
O 2.14 1.64 0.93 -0.627
C -1.89 0.73 2.72 0.147
H 1.66 0.60 5.47 0.456
C -4.15 0.35 4.32 0.814
C -0.51 2.58 -2.21 -0.926
C 0.49 -1.23 2.31 0.030
C 0.45 0.12 1.74 1.661
H -0.41 2.02 1.77 0.485
C 2.50 -4.29 -0.99 1.027
H 2.33 -6.16 -1.99 0.373
O 1.72 -1.61 2.86 -0.430
C -1.04 4.20 -5.99 -0.468
```